This record from OMol25 describes a molecular structure, C23H49LuN4P3S at a distorted geometry. The level of theory is ωB97M-V/def2-TZVPD.

Last column: Mulliken charge in e.
Atoms and positions in Å:
Lu 0.30825 -0.44149 -0.49535  1.011
P 2.22341 -1.09023 1.68943  0.733
P 0.56574 2.34124 0.24659  0.851
P 0.34829 -3.60721 -1.20831  0.883
H 0.05259 4.05439 -4.47203  0.286
C -0.16043 3.00029 -4.12620  -0.464
C -1.41104 2.52322 -4.04724  -0.445
H -2.25534 3.09821 -3.64675  0.315
C 3.97623 -0.95827 1.14583  -1.263
C 2.33846 -0.03203 3.18638  -1.303
C 2.27733 -2.77442 2.43114  -1.153
C -0.21769 3.73584 -0.64692  -1.129
C 0.30899 2.87945 2.00059  -1.321
C 2.33347 2.68365 -0.07315  -1.123
C -0.41268 -4.05101 -2.81631  -1.245
C -0.36385 -4.96252 -0.16136  -1.417
C 2.04716 -4.30684 -1.30868  -1.009
H 0.73304 2.40342 -3.91971  0.188
H -1.66561 1.48274 -4.27226  0.236
H 4.62880 -1.17107 2.01103  0.462
H 4.17631 0.05354 0.76756  0.348
H 4.18054 -1.68068 0.34425  0.350
H 3.04134 -0.48553 3.90470  0.494
H 1.34957 0.05594 3.65377  0.352
H 2.69146 0.97037 2.91318  0.362
H 2.99265 -2.80929 3.26763  0.493
H 2.56956 -3.51035 1.67186  0.264
H 1.27618 -3.02449 2.80422  0.360
H 0.38431 4.64665 -0.53637  0.520
H -1.21809 3.92257 -0.24232  0.429
H -0.31109 3.49330 -1.71168  0.018
H 1.02927 3.65305 2.29992  0.440
H 0.41700 2.02147 2.67722  0.205
H -0.71270 3.26589 2.11999  0.492
H 2.49018 3.77063 -0.05441  0.488
H 2.59106 2.28982 -1.06698  0.291
H 2.98399 2.19539 0.66556  0.200
H -0.08274 -5.02328 -3.21409  0.449
H -0.16199 -3.26016 -3.54411  0.280
H -1.50952 -4.08559 -2.70185  0.386
H -0.05618 -5.97511 -0.49448  0.456
H -1.46389 -4.89417 -0.18348  0.391
H -0.01682 -4.80345 0.87490  0.342
H 2.08555 -5.22809 -1.90211  0.461
H 2.41492 -4.53948 -0.29833  0.353
H 2.68618 -3.55227 -1.77986  0.210
C 2.23628 -0.74897 -4.02129  0.770
C 3.48324 -1.33699 -4.36740  -0.476
C 3.73877 -1.72592 -5.67639  -0.724
C 2.80831 -1.48081 -6.70134  -0.363
C 1.60371 -0.83968 -6.40510  -0.643
C 1.31839 -0.48428 -5.07949  -0.134
S 2.03819 -0.34121 -2.35466  -0.258
H -0.89938 -0.67422 -1.82227  0.018
H 4.22497 -1.48290 -3.57071  0.468
H 4.65802 -2.25820 -5.92069  0.417
H 3.07200 -1.70479 -7.73556  0.436
H 0.90671 -0.59585 -7.21446  0.448
H 0.38946 0.03931 -4.84263  0.345
C -1.89690 -1.67497 1.72661  -0.675
N -1.84397 -0.70368 0.55223  0.779
C -2.37248 0.61139 1.05446  -0.870
N -3.71382 0.52240 1.65637  0.171
C -3.66563 -0.44706 2.78450  -0.675
N -3.23916 -1.78361 2.31797  0.145
C -4.17578 -2.25842 1.27919  -0.672
N -4.23448 -1.31545 0.13653  0.142
C -2.89304 -1.17102 -0.45194  -1.004
C -4.67840 -0.00253 0.66088  -0.684
H -1.21410 -1.29593 2.49739  0.279
H -1.58897 -2.67099 1.37089  0.093
H -2.42541 1.29833 0.19538  0.367
H -1.68632 0.98045 1.82721  0.163
H -4.66265 -0.51036 3.25237  0.340
H -2.90149 -0.09021 3.49041  0.307
H -3.78940 -3.21370 0.89670  0.328
H -5.18160 -2.38535 1.70964  0.326
H -2.95049 -0.40733 -1.24330  0.547
H -2.57470 -2.13760 -0.86990  0.078
H -5.67414 -0.10854 1.13131  0.359
H -4.69708 0.70337 -0.17859  0.322

## Properties
strongest force on any atom	3.3	eV/Å
energy above the lowest of the compared OMol25 structures with the same formula, charge and spin	0.00	kcal per mole
HOMO-LUMO gap (alpha / beta)	0.129 / 0.169	hartree
2S+1	1
net charge	+3